Model P:
ORCA calculation (ωB97M-V/def2-TZVPD) on 11 unconnected molecules or ions with the total composition C62H54Br2N10O20.

XYZ file:
```
148
Properties=species:S:1:pos:R:3:mulliken_charge:R:1
Br 1.61 6.00 -0.69 -0.18
Br 3.20 3.80 -4.35 -0.17
O -2.11 3.31 -5.00 -0.61
O -3.73 -1.23 1.12 -0.66
O -5.19 7.66 -3.91 -0.55
O 3.96 -2.33 1.87 -0.39
O 2.58 -3.78 4.49 -0.62
O 2.66 0.46 -2.21 -0.24
O 4.01 2.73 2.00 -0.45
O -2.87 -7.44 -2.31 -0.62
O -4.95 9.13 -2.27 -0.55
O -7.02 -2.53 -5.67 -0.57
O 0.71 -3.78 3.39 -0.64
O -5.50 -0.65 4.62 -0.61
O 2.75 -2.38 0.05 -0.35
O -3.77 -0.16 -0.75 -0.62
O 4.62 3.95 3.59 -0.63
O 4.13 -0.75 -3.25 -0.64
O -5.63 -4.22 -5.58 -0.60
O -3.33 -0.96 4.65 -0.55
O -0.35 2.88 -4.00 -0.49
O -3.44 -6.35 -0.57 -0.61
N -2.72 -6.50 -1.56 1.09
N -1.44 2.52 -4.37 0.93
N 3.57 -2.88 0.85 0.83
N -3.21 -0.60 0.24 1.43
N 1.48 -3.31 4.18 1.20
N 3.79 0.23 -2.59 0.91
N -4.35 -0.29 4.40 1.08
N -6.24 -3.28 -5.05 1.00
N -4.72 8.05 -2.82 0.91
N 4.58 2.88 3.06 1.04
C -2.84 6.25 -0.10 -0.79
C -3.00 -1.43 -3.93 -0.74
C 5.42 1.80 5.19 -0.46
C -6.11 -3.05 -3.57 -0.23
C -6.62 -1.72 -1.64 -0.64
C 7.13 1.80 -2.20 -0.60
C -0.11 -1.69 5.15 -0.37
C 5.71 2.90 -0.59 -0.40
C 5.89 0.65 5.86 -0.74
C -1.80 -0.10 0.55 0.77
C 1.95 4.44 -2.97 0.04
C 2.78 5.26 -2.02 -0.12
C 5.15 -4.83 1.30 -0.11
C -0.03 1.54 0.08 -0.07
C 0.39 -0.41 1.42 -0.49
C -2.67 2.47 2.57 -0.38
C -1.73 -1.10 -3.44 0.21
C -3.75 3.34 2.28 -0.35
C 2.06 0.02 5.95 -0.68
C -5.73 -4.11 -2.67 -0.57
C -5.03 3.03 2.72 -0.54
C 6.09 1.02 -2.73 -0.49
C 5.19 -6.77 -0.04 -0.24
C -3.64 7.20 -0.69 -0.54
C -1.98 1.18 -4.05 -0.18
C -3.14 6.12 -2.83 -0.50
C 2.26 -1.15 5.20 0.06
C 4.06 -4.26 0.57 0.01
C -3.79 7.13 -2.09 0.11
C -2.13 5.27 -0.84 -0.40
C -0.92 -0.83 1.32 -1.01
C -5.68 -3.83 -1.32 -0.50
C -6.07 -2.66 -0.80 -0.21
C 5.68 -6.08 1.05 -0.83
C -1.37 1.08 -0.07 -0.64
C -3.79 -0.45 -4.45 -0.61
C 6.96 2.67 -1.14 -0.85
C 0.02 -4.56 -3.26 -0.71
C 3.62 -5.03 -0.57 -0.10
C 4.62 2.11 -1.07 0.26
C -3.29 0.86 -4.50 -0.83
C -1.68 -5.48 -1.83 -0.33
C -6.56 -1.88 -2.99 0.18
C -2.87 1.40 3.37 -0.08
C -5.28 1.82 3.41 -0.70
C -4.19 1.02 3.70 -0.13
C 4.84 1.17 -2.14 -0.46
C 0.39 -3.63 -2.31 -1.18
C 1.19 -1.99 4.79 0.15
C 0.81 0.80 0.90 -1.53
C -1.21 0.16 -3.44 -0.70
C 0.73 0.28 6.27 -0.42
C 4.21 -6.25 -0.86 -0.70
C -2.21 5.32 -2.20 0.07
C -1.05 -5.44 -3.03 -0.68
C -1.38 -4.47 -0.88 -0.15
C 5.63 -0.61 3.75 -0.86
C -0.33 -0.63 5.97 -0.76
C 5.97 -0.53 5.09 -0.10
C 5.06 1.75 3.82 -0.22
C 5.18 0.50 3.10 0.33
C -0.34 -3.56 -1.15 0.35
H -5.29 -4.63 -0.71 0.40
H -3.24 -2.48 -3.92 0.48
H -5.43 -5.00 -3.21 0.52
H 7.79 3.31 -0.89 0.40
H 2.86 -4.66 -1.24 0.34
H -6.18 -2.43 0.25 0.45
H 6.03 0.70 6.93 0.41
H 5.52 -7.76 -0.32 0.36
H -6.31 1.57 3.58 0.50
H 3.26 -1.36 4.86 0.35
H 8.15 1.55 -2.46 0.36
H 0.41 2.33 -0.52 0.25
H -3.17 6.03 -3.91 0.50
H -2.02 0.76 3.54 0.42
H 3.94 -6.75 -1.78 0.43
H -1.93 -4.41 0.05 0.59
H 1.20 -2.92 -2.42 0.76
H 1.42 3.59 -2.54 -0.44
H -1.43 4.64 -0.33 0.68
H -1.22 -6.18 -3.80 0.52
H 6.27 0.22 -3.44 0.50
H -0.32 0.37 -2.86 1.15
H -1.74 4.53 -2.77 0.15
H 5.57 3.68 0.14 0.52
H -4.09 7.90 -0.01 0.44
H 1.07 -0.99 2.03 0.64
H -3.82 1.62 -5.06 0.54
H 5.57 -4.26 2.12 0.30
H 0.55 -4.56 -4.20 0.49
H 3.31 6.12 -2.44 0.48
H 6.47 -6.43 1.70 0.43
H -6.86 -1.09 -3.67 0.43
H 3.60 2.26 -0.76 0.77
H -1.16 -1.86 -2.94 0.30
H 3.53 4.67 -1.49 -0.14
H 0.50 1.17 6.83 0.44
H -4.69 -0.74 -4.96 0.59
H -2.67 6.21 0.97 0.54
H 5.02 0.40 2.03 0.45
H -2.05 1.58 -0.74 0.55
H -1.36 -0.43 6.23 0.46
H -3.59 4.24 1.71 0.37
H -6.80 -0.72 -1.27 0.30
H 2.92 0.63 6.19 0.37
H -5.86 3.71 2.55 0.43
H 5.34 2.77 5.67 0.48
H -0.95 -2.30 4.83 0.46
H 1.12 4.90 -3.51 0.53
H 6.38 -1.40 5.60 0.34
H 1.82 1.16 0.99 0.66
H -1.64 2.69 2.29 0.53
H -1.30 -1.74 1.75 0.74
H -0.16 -2.78 -0.42 0.38
H 5.91 -1.45 3.12 0.45
```

Calculated values
* gap between HOMO and LUMO: 8.7 eV
* SMILES: O=[N+]([O-])c1ccccc1.O=[N+]([O-])c1ccccc1.O=[N+]([O-])c1ccccc1.O=[N+]([O-])c1ccccc1.O=[N+]([O-])c1ccccc1.O=[N+]([O-])c1ccccc1.O=[N+]([O-])c1ccccc1.O=[N+]([O-])c1ccccc1.O=[N+]([O-])c1ccccc1.O=[N+]([O-])c1ccccc1.BrCCBr
* net charge: 0
* multiplicity: 1
* LUMO energy: -1.20 eV
* HOMO energy: -9.863 eV



Model Q:
ORCA calculation (ωB97M-V/def2-TZVPD) on 11 unconnected molecules or ions with the total composition C62H54Br2N10O20.

XYZ file:
```
148
Properties=species:S:1:pos:R:3:mulliken_charge:R:1
Br 8.60 14.68 0.15 -0.21
Br 7.69 12.12 -1.92 -0.10
O 7.37 13.64 -6.58 -0.61
O 4.79 9.05 -4.38 -0.62
O 13.80 20.88 -9.30 -0.60
O 7.63 14.62 -4.70 -0.28
O 9.12 11.87 -10.05 -0.62
O 10.26 10.07 -9.75 -0.61
O 18.63 12.37 -12.53 -0.59
O 1.92 18.62 -8.60 -0.60
O 13.29 13.04 -1.84 -0.67
O 4.63 15.61 -3.22 -0.39
O 2.96 16.85 -2.68 -0.65
O 12.41 8.35 -7.86 -0.65
O 11.42 12.35 -2.58 -0.51
O 5.80 10.33 -5.77 -0.61
O 19.15 12.47 -10.46 -0.58
O 11.74 20.25 -9.16 -0.61
O 8.71 17.24 -2.71 -0.56
O 12.20 10.50 -7.72 -0.44
O 3.77 19.72 -8.77 -0.59
O 9.65 17.43 -4.63 -0.44
N 12.92 20.16 -8.88 1.02
N 5.00 10.14 -4.87 1.15
N 11.97 9.36 -7.38 1.00
N 8.08 14.09 -5.71 1.27
N 9.68 17.42 -3.42 0.99
N 18.37 12.59 -11.36 0.95
N 12.43 12.17 -1.95 1.18
N 10.04 11.12 -10.33 1.11
N 4.03 16.66 -3.21 0.96
N 3.14 18.69 -8.67 1.01
C 11.88 8.72 -0.84 -0.49
C 16.29 13.70 -12.08 -0.31
C 4.57 20.06 -4.70 -0.49
C 17.03 13.10 -11.09 0.07
C 12.88 8.52 0.14 -0.59
C 12.87 12.35 -13.24 -0.32
C 4.62 17.76 -3.99 -0.24
C 11.10 9.20 -6.17 -0.21
C 3.42 11.21 -3.36 -0.56
C 2.61 12.28 -3.00 -0.56
C 4.19 11.31 -4.49 -0.01
C 11.81 14.13 -5.03 -1.18
C 12.67 17.35 -6.44 0.29
C 14.63 14.37 -10.47 -0.40
C 14.01 17.08 -6.16 -0.44
C 13.10 18.49 -1.14 -0.27
C 9.98 13.49 -7.08 -0.33
C 10.98 7.95 -5.60 -0.53
C 13.17 11.34 -12.37 -0.76
C 13.58 10.81 -0.22 -0.45
C 11.01 11.51 -11.34 0.02
C 7.26 14.83 -1.27 0.45
C 12.24 17.50 -0.69 -0.83
C 15.10 14.38 -11.78 -0.47
C 10.67 12.49 -12.29 -0.35
C 3.39 13.51 -4.91 -0.13
C 9.61 10.13 -4.54 -0.03
C 5.86 17.58 -4.62 0.58
C 16.58 13.20 -9.78 -0.57
C 11.60 12.95 -13.22 -0.68
C 5.80 16.14 -9.30 -0.87
C 15.01 17.86 -6.77 -0.89
C 6.46 13.54 -1.44 0.13
C 5.13 15.02 -8.83 -0.42
C 3.86 15.06 -8.34 -0.51
C 5.11 17.35 -9.29 -0.34
C 11.83 18.70 -3.12 -0.16
C 13.30 19.12 -7.93 -0.11
C 12.33 18.28 -7.37 -0.54
C 9.40 8.85 -4.03 -0.62
C 10.10 7.76 -4.53 -0.59
C 5.83 19.93 -5.23 -0.78
C 13.62 9.64 0.50 -0.43
C 3.82 17.42 -8.74 0.12
C 3.96 18.97 -4.09 -0.49
C 10.45 14.34 -4.90 0.88
C 12.88 19.14 -2.35 -0.90
C 4.20 12.46 -5.25 -0.06
C 12.28 10.97 -11.38 0.05
C 12.66 10.91 -1.23 -0.05
C 9.54 14.05 -5.90 -0.78
C 11.34 13.26 -7.30 -0.50
C 11.79 9.86 -1.59 0.12
C 15.34 13.72 -9.47 -0.21
C 12.19 13.55 -6.25 -0.59
C 10.92 17.72 -2.73 0.06
C 10.53 10.28 -5.55 0.61
C 3.17 16.26 -8.28 -0.29
C 2.55 13.42 -3.78 -0.73
C 6.45 18.68 -5.21 -0.59
C 14.63 18.91 -7.58 -0.34
C 11.18 17.11 -1.48 0.41
H 11.06 10.11 -2.35 0.35
H 14.31 9.44 1.32 0.33
H 13.56 14.50 -10.34 0.40
H 1.99 12.24 -2.11 0.42
H 13.24 13.43 -6.50 0.35
H 11.59 19.21 -4.05 0.38
H 5.78 13.58 -2.29 -0.41
H 3.49 14.22 -7.77 0.62
H 2.99 19.11 -3.62 0.52
H 6.31 16.60 -4.54 0.26
H 9.31 13.41 -7.93 0.53
H 6.79 15.80 -1.20 0.56
H 2.19 16.22 -7.83 0.51
H 1.93 14.28 -3.55 0.41
H 7.32 18.45 -5.82 0.56
H 9.89 13.18 -11.99 0.31
H 4.03 20.99 -4.75 0.42
H 11.73 12.96 -8.26 0.48
H 3.42 10.35 -2.70 0.47
H 11.32 18.65 -7.52 0.49
H 14.16 10.89 -12.40 0.40
H 5.95 13.17 -0.56 0.49
H 13.91 18.77 -0.49 0.39
H 15.39 19.50 -8.07 0.46
H 16.61 13.78 -13.11 0.43
H 6.46 20.67 -5.70 0.42
H 4.78 12.36 -6.16 0.43
H 9.83 6.78 -4.17 0.48
H 6.75 16.10 -9.82 0.50
H 12.40 10.13 -10.70 0.47
H 17.07 12.63 -9.00 0.38
H 7.92 14.82 -2.13 -0.87
H 14.35 16.29 -5.51 0.54
H 14.53 14.87 -12.56 0.53
H 14.34 11.58 -0.14 0.43
H 12.40 17.06 0.29 0.45
H 8.79 8.73 -3.14 0.45
H 5.47 18.14 -9.92 0.44
H 13.45 19.95 -2.78 0.45
H 12.95 7.62 0.72 0.40
H 10.61 11.27 -5.99 0.02
H 11.90 16.74 -5.99 0.36
H 13.72 12.69 -13.81 0.52
H 11.26 7.87 -1.12 0.37
H 11.40 7.04 -6.01 0.46
H 5.68 14.08 -8.71 0.40
H 9.13 11.05 -4.25 0.05
H 10.06 14.74 -3.97 -0.11
H 15.00 13.75 -8.44 0.38
H 10.52 16.37 -1.05 -0.01
H 3.38 14.41 -5.51 0.36
H 11.31 13.76 -13.87 0.42
H 12.46 14.29 -4.18 0.79
H 16.07 17.70 -6.63 0.47
```

Calculated values
* gap between HOMO and LUMO: 9.0 eV
* SMILES: O=[N+]([O-])c1ccccc1.O=[N+]([O-])c1ccccc1.O=[N+]([O-])c1ccccc1.O=[N+]([O-])c1ccccc1.O=[N+]([O-])c1ccccc1.O=[N+]([O-])c1ccccc1.O=[N+]([O-])c1ccccc1.O=[N+]([O-])c1ccccc1.O=[N+]([O-])c1ccccc1.O=[N+]([O-])c1ccccc1.BrCCBr
* net charge: 0
* multiplicity: 1
* LUMO energy: -0.79 eV
* HOMO energy: -9.808 eV



Least stable structure: model P



Model P:
ORCA calculation (ωB97M-V/def2-TZVPD) on a gas-phase ion, C6H14N2 (charge +2).

XYZ file:
```
22
Properties=species:S:1:pos:R:3:mulliken_charge:R:1
N -0.07 -1.77 -2.29 -0.42
N -0.53 0.27 1.93 0.02
C -1.06 0.57 -1.82 -1.16
C -0.56 0.98 3.00 -0.06
C 0.10 -0.31 -1.64 0.44
C 1.59 1.19 0.84 -1.02
C 0.39 -0.81 -0.10 -1.49
C 0.53 0.30 0.84 0.55
H 1.13 -0.03 -2.02 0.44
H -1.26 0.74 3.82 0.30
H 2.14 1.16 -0.07 0.29
H -1.32 -0.31 1.44 0.33
H 1.66 1.98 1.52 0.30
H -0.70 1.68 -2.08 0.31
H -1.66 0.64 -0.83 0.22
H 0.24 1.73 3.40 0.22
H -0.44 -1.45 0.28 0.55
H -0.87 -2.17 -1.76 0.36
H -0.64 -1.66 -3.20 0.40
H 0.70 -2.38 -2.07 0.35
H -1.87 0.51 -2.62 0.44
H 1.23 -1.39 -0.03 0.61
```

Calculated values
* gap between HOMO and LUMO: 9.2 eV
* SMILES: C=[NH+]C(=C)C[C@H](C)[NH3+]
* net charge: +2
* multiplicity: 1
* LUMO energy: -8.81 eV
* HOMO energy: -17.960 eV



Model Q:
ORCA calculation (ωB97M-V/def2-TZVPD) on 2 unconnected molecules or ions with the total composition C6H14N2.

XYZ file:
```
22
Properties=species:S:1:pos:R:3:mulliken_charge:R:1
N 3.26 -0.44 0.49 -0.16
N -2.69 -0.30 0.01 0.10
C 2.26 0.28 -0.30 0.07
C -1.65 0.16 -0.08 0.25
C -3.95 -0.81 0.11 -0.19
C 1.78 1.45 0.08 -0.95
C -5.03 0.27 -0.06 -1.10
C 4.55 -0.57 -0.24 -0.88
H -0.70 0.62 -0.16 0.22
H 2.02 -0.20 -1.23 0.42
H 4.41 -1.15 -1.15 0.37
H -4.06 -1.59 -0.67 0.31
H 1.12 2.02 -0.55 0.43
H -4.05 -1.29 1.09 0.30
H -6.00 -0.21 0.02 0.34
H 2.07 1.93 1.00 0.22
H -4.96 0.75 -1.03 0.38
H 4.92 0.42 -0.52 0.37
H 3.43 0.07 1.37 0.39
H 2.94 -1.38 0.73 0.37
H 5.29 -1.06 0.38 0.37
H -4.95 1.02 0.72 0.38
```

Calculated values
* gap between HOMO and LUMO: 11.8 eV
* net charge: +2
* multiplicity: 1
* LUMO energy: -7.17 eV
* HOMO energy: -18.952 eV



Least stable structure: model P



Model P:
ORCA calculation (ωB97M-V/def2-TZVPD) on a single C18H23N3O3S molecule.

XYZ file:
```
48
Properties=species:S:1:pos:R:3:mulliken_charge:R:1
S -5.78 0.11 1.05 -0.19
O -1.51 -3.52 0.05 -0.68
O -4.10 2.77 0.53 -0.68
O -0.74 0.54 -1.58 -0.75
N -2.57 -0.65 -1.01 0.19
N -2.43 1.65 -0.53 0.01
N 0.10 -2.01 -0.46 0.01
C 4.88 0.73 -0.49 -0.76
C -1.99 -1.84 -1.62 -1.50
C -4.52 -1.87 -0.02 -1.12
C 1.47 -1.20 1.43 -1.04
C -1.11 -2.57 -0.58 0.98
C -1.85 0.52 -1.06 0.71
C -1.65 2.88 -0.61 -0.88
C -3.67 1.72 0.12 0.63
C 2.43 0.24 -0.48 0.09
C 1.04 -2.39 0.56 -0.98
C -0.79 3.06 0.63 -0.91
C 2.64 -0.44 0.85 1.11
C 5.02 0.33 0.98 -0.68
C -3.75 -0.72 -0.30 0.67
C -5.63 -1.56 0.70 -0.44
C 3.49 1.31 -0.73 -1.09
C -4.30 0.43 0.22 0.36
C 3.81 -0.39 1.48 -0.86
H -4.24 -2.87 -0.29 0.39
H 5.65 1.45 -0.76 0.35
H -2.80 -2.49 -1.95 0.55
H 3.40 1.69 -1.75 0.39
H 0.61 -0.53 1.54 0.27
H 5.90 -0.30 1.12 0.38
H -0.08 2.24 0.73 0.13
H -6.39 -2.24 1.05 0.49
H -0.23 3.99 0.56 0.36
H 5.01 -0.15 -1.12 0.30
H 2.50 -0.51 -1.28 0.43
H -1.39 -1.52 -2.47 0.44
H -1.03 2.83 -1.50 0.37
H 1.93 -2.85 0.10 0.39
H 3.33 2.15 -0.04 0.33
H 0.55 -3.15 1.17 0.46
H -1.41 3.10 1.52 0.34
H 1.75 -1.56 2.42 0.41
H 3.92 -0.88 2.44 0.36
H 1.44 0.69 -0.53 -0.22
H 0.30 -1.17 -0.99 0.08
H -2.37 3.70 -0.69 0.45
H 5.17 1.23 1.59 0.32
```

Calculated values
* gap between HOMO and LUMO: 9.0 eV
* SMILES: CCn1c(=O)c2sccc2n(CC(=O)NCCC2=CCCCC2)c1=O
* net charge: 0
* multiplicity: 1
* LUMO energy: 0.25 eV
* HOMO energy: -8.771 eV



Model Q:
ORCA calculation (ωB97M-V/def2-TZVPD) on a molecular structure, C18H23N3O3S.

XYZ file:
```
48
Properties=species:S:1:pos:R:3:mulliken_charge:R:1
S -4.47 2.00 0.24 1.22
O -5.51 1.87 -0.83 -0.70
O -4.98 2.14 1.52 -0.64
O -2.27 -1.80 1.84 -0.74
N -0.13 1.59 0.31 0.91
N -0.49 -0.97 0.92 0.13
N -0.74 2.83 0.13 -1.12
C 4.62 2.63 -0.92 -1.24
C 1.90 2.78 -1.62 -2.58
C -2.20 0.95 0.17 0.92
C -0.90 0.46 0.40 -0.76
C 4.00 1.29 1.27 -0.29
C -0.82 -4.50 -2.13 -1.57
C -1.91 2.26 0.02 -0.12
C -0.64 -3.99 0.24 -0.28
C 1.39 1.29 0.52 -0.33
C -0.28 -3.20 1.38 -0.86
C -3.48 0.60 0.25 -0.41
C -3.10 3.10 -0.16 -0.78
C 3.67 1.78 0.04 0.55
C 2.23 1.96 -0.21 0.57
C 1.84 0.95 1.84 -0.03
C -0.29 -3.54 -1.11 -0.69
C 3.17 0.77 1.93 -0.65
C -1.07 -2.03 1.21 0.62
H -0.22 -5.52 -2.11 0.29
H -2.02 -4.13 0.59 0.25
H 0.56 -0.94 0.55 0.23
H -3.23 3.99 0.26 0.61
H 4.39 3.64 -0.93 0.35
H 5.15 1.08 1.35 0.20
H -1.82 -4.81 -2.14 0.39
H -0.48 -3.72 2.52 0.23
H 3.57 0.48 2.93 0.31
H -3.79 -0.19 1.34 0.33
H 0.53 -3.31 -1.25 1.00
H -0.99 -2.72 -1.24 0.10
H 5.73 2.39 -0.62 0.32
H -3.74 -0.11 -0.88 0.20
H 4.54 2.22 -2.20 0.22
H 2.10 2.26 -2.26 1.06
H 2.09 3.70 -1.67 0.70
H -0.44 -5.10 0.43 0.37
H -0.54 -4.21 -3.15 0.39
H 1.03 0.45 2.63 0.26
H 0.63 -2.87 1.44 0.45
H -3.25 3.50 -1.33 0.29
H 0.69 2.72 -1.51 0.32
```

Calculated values
* gap between HOMO and LUMO: 9.1 eV
* net charge: 0
* multiplicity: 1
* LUMO energy: 0.06 eV
* HOMO energy: -9.033 eV



Least stable structure: model Q



Model P:
ORCA calculation (ωB97M-V/def2-TZVPD) on a single C5H10FNO molecule.

XYZ file:
```
18
Properties=species:S:1:pos:R:3:mulliken_charge:R:1
F -0.04 -1.31 0.86 -0.31
O -2.33 -0.78 -0.43 -0.39
N 1.55 2.15 0.04 -0.53
C -0.01 -0.64 -0.39 0.41
C 1.34 -0.24 -0.80 -0.46
C -2.54 -0.99 1.17 -0.55
C 2.06 0.85 -0.13 -1.10
C -1.14 -0.34 -0.88 -0.10
H 1.96 -1.12 -0.48 0.25
H -3.57 -1.19 0.94 0.31
H -1.26 0.01 -2.00 0.22
H 2.92 0.79 -0.55 0.46
H 1.39 0.05 -1.96 0.31
H -2.49 -0.01 1.83 0.25
H 0.80 2.12 0.98 0.33
H 2.33 0.58 0.95 0.37
H 1.14 2.11 -0.94 0.32
H -2.09 -2.03 1.81 0.21
```

Calculated values
* gap between HOMO and LUMO: 9.6 eV
* SMILES: CO/C=C(\F)CCN
* net charge: 0
* multiplicity: 1
* LUMO energy: 0.74 eV
* HOMO energy: -8.845 eV



Model Q:
ORCA calculation (ωB97M-V/def2-TZVPD) on a single C5H10FNO molecule.

XYZ file:
```
18
Properties=species:S:1:pos:R:3:mulliken_charge:R:1
F 1.70 -0.92 -0.96 -0.35
O -1.31 -0.44 0.84 -0.37
N 2.65 1.16 -0.03 -0.70
C -2.40 1.17 -0.68 -1.02
C -0.50 -1.03 0.02 -0.43
C 0.79 -0.55 0.05 0.65
C -2.60 -0.13 0.22 -0.30
C 1.69 0.37 0.94 -0.44
H 3.02 0.31 -0.55 0.34
H -1.77 0.79 -1.62 0.22
H -0.79 -1.74 -0.84 0.29
H -2.96 -0.90 -0.54 0.27
H 2.20 1.77 -0.77 0.26
H 2.31 -0.29 1.57 0.24
H -1.86 1.95 -0.21 0.32
H -3.36 0.10 1.01 0.30
H 1.25 1.04 1.72 0.29
H -3.22 1.72 -1.03 0.42
```

Calculated values
* gap between HOMO and LUMO: 9.3 eV
* SMILES: CCO/C=C(/F)CN
* net charge: 0
* multiplicity: 1
* LUMO energy: 0.92 eV
* HOMO energy: -8.422 eV



Least stable structure: model P